Entry w
{
  "formula": "C7H14O",
  "method": "ωB97M-V/def2-TZVPD",
  "charge": 0,
  "e_homo_ev": -9.26,
  "e_lumo_ev": 0.85,
  "elements": ["C", "C", "C", "C", "C", "C", "C", "H", "H", "H", "H", "H", "H", "H", "H", "H", "H", "H", "H", "H", "H", "O"],
  "coordinates": [[-0.72168, 2.00839, -0.05220], [-1.59691, 0.79207, -0.31562], [-0.77608, -0.57169, -0.25346], [-0.67711, -1.10974, 1.17213], [0.44840, -0.58706, -1.16902], [1.78121, -0.34671, -0.93865], [2.45799, -0.19608, 0.37435], [0.16980, 1.46505, 0.93966], [0.05621, 2.48723, -0.99142], [-1.41640, 2.91666, 0.50825], [-2.44968, 0.65954, 0.36030], [-1.77753, 1.12292, -1.30284], [-0.56329, -2.42006, 1.06769], [-1.74062, -1.01511, 1.62679], [0.27227, -0.81809, 1.86757], [-2.44332, -1.43844, -0.05971], [0.10098, -0.53548, -2.25870], [2.50232, -0.29238, -1.82877], [2.55648, -1.34256, 0.80822], [3.50231, 0.16336, 0.23979], [2.00279, 0.67287, 1.02811], [-1.68816, -1.61466, -0.82249]],
  "lowdin_charge": [-0.15, -0.26, -0.58, -0.08, -0.06, -0.19, -0.16, 0.14, 0.14, 0.12, 0.11, 0.08, 0.17, 0.09, 0.10, 0.14, 0.13, 0.12, 0.14, 0.06, 0.08, -0.13]
}


Entry x
{
  "formula": "C7H14O",
  "method": "ωB97M-V/def2-TZVPD",
  "charge": 0,
  "e_homo_ev": -8.77,
  "e_lumo_ev": 0.92,
  "smiles": "CC[C@@]1(C)C[C@@]1(C)O",
  "elements": ["C", "C", "C", "C", "C", "C", "C", "O", "H", "H", "H", "H", "H", "H", "H", "H", "H", "H", "H", "H", "H", "H"],
  "coordinates": [[-0.51100, 0.86216, 0.09070], [-0.27014, -0.53018, 0.05367], [-0.32739, 0.16981, 1.40453], [1.47311, -0.73761, -0.41285], [-1.03410, -1.71085, -0.45082], [-2.29064, 0.99575, -0.23442], [2.56676, 0.26152, -0.09206], [0.08466, 1.96107, -0.44927], [0.72422, 2.31177, 0.18012], [0.59474, 0.29436, 1.95824], [-1.19397, 0.02781, 2.03672], [1.41448, -0.91097, -1.48828], [1.68893, -1.69308, 0.07093], [-1.16722, -1.64234, -1.52996], [-2.01175, -1.77252, 0.02156], [-0.48495, -2.62732, -0.23318], [-2.50393, 2.01156, 0.09005], [-2.91677, 0.31348, 0.33121], [-2.43847, 0.88523, -1.30512], [3.55116, -0.17225, -0.29172], [2.56435, 0.54834, 0.96135], [2.48790, 1.15426, -0.71140]],
  "lowdin_charge": [-0.46, -0.35, -0.01, -0.12, -0.05, 0.02, -0.13, 0.04, 0.11, 0.09, 0.10, 0.09, 0.09, 0.09, 0.08, 0.08, 0.05, 0.05, 0.06, 0.07, 0.06, 0.06]
}


Which of them is least stable? Easy: entry w.


Entry w
{
  "formula": "C7H14O",
  "method": "ωB97M-V/def2-TZVPD",
  "charge": 0,
  "e_homo_ev": -8.06,
  "e_lumo_ev": 0.84,
  "smiles": "C/C(O)=C(\\C)C(C)C",
  "elements": ["C", "C", "C", "C", "C", "C", "C", "O", "H", "H", "H", "H", "H", "H", "H", "H", "H", "H", "H", "H", "H", "H"],
  "coordinates": [[0.97594, 0.68965, -0.01101], [-2.78730, -0.38744, 0.00148], [-0.17747, -1.61612, 0.01512], [1.79434, 0.44575, 1.26041], [1.80730, 0.39246, -1.26241], [-1.52642, 0.42579, -0.00575], [-0.30516, -0.11637, -0.00072], [-1.80585, 1.76753, -0.01808], [-0.99074, 2.28214, -0.01912], [0.73707, 1.76110, -0.03561], [-2.83960, -1.01423, 0.88998], [-3.63695, 0.28906, -0.00744], [-2.83623, -1.03416, -0.87273], [-0.63778, -2.05487, -0.87025], [-0.67471, -2.03937, 0.88776], [0.86353, -1.92025, 0.03990], [2.11801, -0.58950, 1.32489], [2.13448, -0.64351, -1.27872], [2.67875, 1.07981, 1.26560], [1.19887, 0.67373, 2.14187], [2.68999, 1.02845, -1.28656], [1.21993, 0.58036, -2.15862]],
  "lowdin_charge": [-0.39, -0.02, -0.05, -0.06, -0.06, -0.34, -0.24, 0.03, 0.09, 0.12, 0.08, 0.08, 0.08, 0.08, 0.08, 0.07, 0.07, 0.07, 0.08, 0.08, 0.08, 0.08]
}


Entry x
{
  "formula": "C7H14O",
  "method": "ωB97M-V/def2-TZVPD",
  "charge": 0,
  "e_homo_ev": -8.24,
  "e_lumo_ev": 0.70,
  "smiles": "C/C=C/C=C/CC.O",
  "elements": ["C", "C", "C", "C", "C", "C", "C", "H", "H", "H", "H", "H", "H", "H", "H", "H", "H", "H", "H", "H", "H", "O"],
  "coordinates": [[-0.62239, -0.60511, -2.91977], [-0.51657, -1.58465, -1.78314], [-0.27508, -0.95525, -0.44799], [-1.27142, -0.56543, 0.35548], [-1.01740, 0.17593, 1.65033], [0.08372, 1.00500, 1.83623], [0.36923, 1.50291, 3.25962], [-1.68830, -0.47383, -3.16110], [-0.12363, 0.37602, -2.65371], [-0.23558, -0.91914, -3.88498], [0.42492, -2.18538, -1.96522], [-1.40879, -2.19266, -1.71700], [0.73342, -0.94024, -0.04450], [-2.33626, -0.73515, 0.15061], [-1.57388, -0.02327, 2.43427], [0.80528, 1.24906, 1.01731], [-0.19650, 0.86635, 3.98574], [0.10918, 2.52215, 3.48173], [1.44547, 1.35884, 3.44691], [3.18990, 0.53868, -0.93993], [1.75897, 0.67716, -1.43804], [2.34572, 0.90799, -0.66287]],
  "lowdin_charge": [-0.12, -0.28, -0.16, -0.09, -0.09, -0.11, -0.11, 0.07, 0.08, 0.06, 0.12, 0.10, 0.10, 0.11, 0.03, 0.08, 0.08, 0.05, 0.07, 0.04, 0.05, -0.08]
}


Entry y
{
  "formula": "C7H14O",
  "method": "ωB97M-V/def2-TZVPD",
  "charge": 0,
  "e_homo_ev": -8.32,
  "e_lumo_ev": 0.81,
  "smiles": "C/C=C/C=C/CC.O",
  "elements": ["C", "C", "C", "C", "C", "C", "C", "H", "H", "H", "H", "H", "H", "H", "H", "H", "H", "H", "H", "H", "H", "O"],
  "coordinates": [[-0.13641, -3.39407, 1.31789], [0.58333, -2.03383, 1.44006], [0.11873, -0.99932, 0.47360], [-1.12229, -0.51276, 0.39303], [-1.51410, 0.71712, -0.31625], [-0.78392, 1.83925, -0.36016], [-1.15810, 3.02188, -1.16620], [-1.15332, -3.27612, 1.65423], [0.04263, -3.73639, 0.30232], [0.35478, -4.18389, 1.89404], [1.66937, -2.11251, 1.45301], [0.33471, -1.57174, 2.40823], [0.79506, -0.73962, -0.33897], [-2.00270, -0.89884, 0.91322], [-2.44495, 0.58101, -0.87020], [0.12406, 1.71665, 0.21559], [-0.40152, 3.80590, -1.13944], [-2.15845, 3.42308, -1.00945], [-1.17553, 2.74462, -2.23199], [3.16385, 1.62198, -2.19291], [2.81518, 1.72784, -0.66122], [2.98584, 1.14023, -1.37445]],
  "lowdin_charge": [-0.10, -0.26, -0.13, -0.13, -0.14, -0.17, -0.11, 0.06, 0.07, 0.06, 0.10, 0.11, 0.11, 0.11, 0.11, 0.09, 0.06, 0.08, 0.08, 0.04, 0.01, -0.05]
}


Entry z
{
  "formula": "C7H14O",
  "method": "ωB97M-V/def2-TZVPD",
  "charge": 0,
  "e_homo_ev": -9.40,
  "e_lumo_ev": 0.97,
  "smiles": "C[C@@H]1[C@@H](C)OC1(C)C",
  "elements": ["C", "C", "C", "C", "C", "H", "H", "H", "H", "H", "H", "H", "H", "H", "H", "C", "C", "O", "H", "H", "H", "H"],
  "coordinates": [[0.00099, -2.13010, -0.02927], [-2.07220, -0.69278, 0.00810], [1.25010, 0.10380, -1.59641], [-0.56508, -0.73577, 0.12833], [0.17911, 0.40182, -0.56421], [-0.51514, 1.15061, -0.95113], [-0.52578, -2.81840, 0.62731], [-2.53182, -1.44463, 0.64517], [-0.11473, -2.46762, -1.05873], [1.05827, -2.14058, 0.22791], [-2.36747, -0.86265, -1.02684], [-2.41628, 0.28620, 0.34198], [0.81172, -0.32882, -2.49476], [1.75570, 1.02792, -1.87347], [1.99740, -0.58609, -1.21119], [0.48881, 2.24740, 1.28086], [0.68336, 0.79779, 0.87591], [-0.17202, -0.11457, 1.52176], [1.73894, 0.50115, 0.99074], [0.75754, 2.37235, 2.32803], [1.11275, 2.89850, 0.66950], [-0.55417, 2.53446, 1.16043]],
  "lowdin_charge": [-0.02, -0.02, -0.06, -0.45, -0.25, 0.14, 0.09, 0.08, 0.09, 0.09, 0.09, 0.09, 0.08, 0.08, 0.07, -0.04, -0.38, -0.06, 0.14, 0.08, 0.08, 0.08]
}


Which of them is least stable? Easy: entry x.


Entry w
{
  "formula": "C4H14NO2",
  "method": "ωB97M-V/def2-TZVPD",
  "multiplicity": 2,
  "charge": 0,
  "e_homo_ev": [-3.09, -9.50],
  "e_lumo_ev": [0.65, 0.46],
  "elements": ["C", "C", "C", "C", "N", "H", "H", "H", "H", "H", "H", "H", "H", "H", "H", "H", "H", "O", "H", "H", "O"],
  "coordinates": [[1.72342, -1.09329, 1.20906], [0.50270, -0.23934, 1.60803], [-0.55275, -0.20591, 0.54129], [-1.77371, -0.68601, 0.74954], [-0.20092, 0.46628, -0.67714], [2.60505, -0.71991, 1.72817], [1.54157, -2.10942, 1.56038], [1.85242, -1.13115, 0.13254], [0.05691, -0.59685, 2.53049], [0.77719, 0.77212, 1.93358], [-2.10540, -1.17969, 1.65648], [-2.59305, -0.80161, 0.05614], [-0.67495, 0.17280, -1.53192], [0.79496, 0.41610, -0.92016], [-0.32616, 1.58474, -0.67475], [-3.68083, 1.21539, -0.52440], [-2.83836, 2.11320, -1.41110], [-2.76907, 1.34348, -0.82239], [2.86741, 0.92765, -2.17863], [2.61868, -0.52086, -2.64848], [2.17490, 0.27224, -2.31674]],
  "lowdin_charge": [-0.09, -0.23, -0.41, 0.02, 0.09, 0.07, 0.07, 0.04, 0.10, 0.10, 0.06, 0.04, 0.12, 0.07, 0.06, 0.04, 0.03, -0.16, 0.04, 0.05, -0.10]
}


Entry x
{
  "formula": "C4H14NO2",
  "method": "ωB97M-V/def2-TZVPD",
  "multiplicity": 2,
  "charge": 0,
  "e_homo_ev": [-2.45, -7.88],
  "e_lumo_ev": [0.04, -0.09],
  "elements": ["C", "C", "C", "C", "N", "H", "H", "H", "H", "H", "H", "H", "H", "H", "H", "H", "H", "O", "H", "H", "O"],
  "coordinates": [[1.56959, 0.59029, 2.33913], [1.98433, -0.09715, 1.06696], [1.01397, -0.59591, 0.04950], [1.03718, -0.50893, -1.25962], [-0.22632, -0.96779, -1.94793], [1.02026, -0.00733, 3.08481], [1.03862, 1.54140, 2.22146], [2.46248, 0.92704, 2.88268], [2.58203, -1.01520, 1.32507], [2.73637, 0.52579, 0.52841], [0.23151, -1.01108, 0.69520], [1.75630, -0.11743, -1.95102], [-1.09776, -0.69940, -1.36876], [-0.26306, -0.43583, -2.86309], [-0.17122, -1.98905, -2.03206], [-2.83032, -1.05483, -2.68328], [-3.46043, -0.08598, -1.62912], [-2.70761, -0.67054, -1.78730], [-2.73077, 1.68662, 0.55472], [-2.06722, 2.26851, 1.76337], [-1.87793, 1.71680, 1.01088]],
  "lowdin_charge": [-0.14, -0.32, -0.26, -0.26, 0.05, 0.07, 0.06, 0.06, 0.10, 0.11, 0.08, 0.06, 0.10, 0.16, 0.11, 0.08, 0.06, -0.09, 0.02, 0.02, -0.07]
}


Which of them is least stable? Easy: entry x.


Entry w
{
  "formula": "C29H27IN3O3",
  "method": "ωB97M-V/def2-TZVPD",
  "charge": 1,
  "e_homo_ev": -11.03,
  "e_lumo_ev": -4.74,
  "elements": ["C", "N", "C", "O", "C", "I", "C", "C", "C", "C", "C", "C", "C", "O", "N", "C", "C", "O", "H", "H", "H", "H", "H", "H", "H", "H", "H", "H", "H", "C", "N", "C", "C", "C", "C", "C", "C", "C", "C", "C", "C", "C", "C", "C", "C", "C", "C", "H", "H", "H", "H", "H", "H", "H", "H", "H", "H", "H", "H", "H", "H", "H", "H"],
  "coordinates": [[1.01468, -5.02352, -0.49651], [0.79635, -3.70555, 0.04835], [-0.33338, -2.98260, -0.40466], [-1.05239, -3.50150, -1.26799], [-0.54331, -1.69377, 0.20265], [-2.40492, -0.80377, -0.09851], [-3.39831, -1.04704, 1.83323], [-3.81771, 0.10751, 2.48273], [-4.35277, 0.00738, 3.77922], [-4.46701, -1.24956, 4.38696], [-4.09363, -2.40734, 3.69194], [-3.55209, -2.30949, 2.39524], [0.21869, -1.33954, 1.36257], [-0.13353, -0.52289, 2.22790], [1.50409, -1.92877, 1.42923], [2.48248, -1.38023, 2.33146], [1.82044, -3.15166, 0.81879], [2.91341, -3.69865, 0.96101], [2.02824, -5.33056, -0.24952], [0.29837, -5.71806, -0.04310], [0.86000, -5.00449, -1.57685], [-3.72777, 1.07600, 1.99194], [-4.68215, 0.90728, 4.30236], [-4.85788, -1.32612, 5.40558], [-4.22459, -3.38790, 4.15341], [-3.25743, -3.20691, 1.84896], [3.30078, -2.09289, 2.40042], [2.86309, -0.44038, 1.92123], [2.03126, -1.20218, 3.31029], [-2.62030, 4.01265, 1.37502], [-1.64967, 3.26952, 0.59185], [-0.67296, 2.48031, 1.11909], [0.18914, 2.02802, 0.08935], [1.33127, 1.25478, 0.24721], [2.11235, 0.70929, -0.82343], [1.58964, -0.08364, -1.88137], [2.43480, -0.58628, -2.86578], [3.79109, -0.22878, -2.89518], [4.67694, -0.65556, -4.02677], [4.31593, 0.54293, -1.85048], [3.50674, 0.96783, -0.81531], [-0.33223, 2.61338, -1.14962], [0.11143, 2.60985, -2.46252], [-0.66035, 3.25109, -3.44135], [-1.85238, 3.90720, -3.09280], [-2.26673, 4.00208, -1.75111], [-1.49300, 3.34661, -0.80155], [-3.36404, 4.45245, 0.70577], [-3.10160, 3.33741, 2.09073], [-2.14282, 4.81313, 1.95943], [-0.60544, 2.25985, 2.17650], [1.76667, 1.23111, 1.24829], [0.51313, -0.28040, -1.91681], [2.04390, -1.23744, -3.65410], [5.70591, -0.33337, -3.84492], [4.68549, -1.74488, -4.14637], [4.34066, -0.20592, -4.96922], [5.37709, 0.80753, -1.86481], [3.92423, 1.54812, 0.01193], [1.05815, 2.13271, -2.70078], [-0.30777, 3.25691, -4.47404], [-2.46095, 4.35469, -3.87903], [-3.17735, 4.52399, -1.45612]],
  "lowdin_charge": [-0.01, 0.01, -0.51, -0.01, -0.44, 1.70, -0.48, -0.14, -0.06, -0.06, -0.05, -0.10, -0.51, -0.01, 0.02, -0.01, -0.40, 0.07, 0.09, 0.11, 0.10, 0.07, 0.11, 0.12, 0.12, 0.12, 0.09, 0.08, 0.10, 0.02, -0.04, 0.07, -0.13, 0.08, -0.22, -0.03, -0.01, -0.24, -0.04, -0.02, 0.00, -0.11, 0.00, -0.04, -0.05, 0.01, -0.16, 0.09, 0.09, 0.11, 0.16, 0.13, 0.11, 0.13, 0.08, 0.09, 0.10, 0.12, 0.13, 0.11, 0.12, 0.11, 0.11]
}


Entry x
{
  "formula": "C29H27IN3O3",
  "method": "ωB97M-V/def2-TZVPD",
  "charge": 1,
  "e_homo_ev": -10.68,
  "e_lumo_ev": -4.80,
  "elements": ["C", "N", "C", "O", "C", "I", "C", "C", "C", "C", "C", "C", "C", "O", "N", "C", "C", "O", "H", "H", "H", "H", "H", "H", "H", "H", "H", "H", "H", "C", "N", "C", "C", "C", "C", "C", "C", "C", "C", "C", "C", "C", "C", "C", "C", "C", "C", "H", "H", "H", "H", "H", "H", "H", "H", "H", "H", "H", "H", "H", "H", "H", "H"],
  "coordinates": [[-3.92345, -2.72997, 2.70598], [-3.18199, -1.58583, 2.25417], [-3.36679, -1.20172, 0.91337], [-4.22738, -1.80254, 0.25126], [-2.50943, -0.15307, 0.44941], [-2.62123, 0.28403, -1.54475], [-3.35595, 2.29465, -1.38457], [-2.57067, 3.26941, -1.98981], [-3.05441, 4.58034, -2.06154], [-4.29318, 4.89150, -1.48790], [-5.04079, 3.91325, -0.82530], [-4.56193, 2.59106, -0.76030], [-1.65365, 0.59401, 1.31415], [-0.97559, 1.59334, 1.02232], [-1.56183, 0.10313, 2.62966], [-0.59937, 0.73119, 3.49469], [-2.26821, -0.99852, 3.13301], [-2.10038, -1.41493, 4.27830], [-3.65003, -2.90095, 3.74168], [-4.99527, -2.53883, 2.61081], [-3.67212, -3.60227, 2.09396], [-1.60491, 3.00681, -2.41202], [-2.46449, 5.33958, -2.57453], [-4.67819, 5.90885, -1.56130], [-5.99936, 4.16073, -0.36617], [-5.12541, 1.81837, -0.24045], [-0.66193, 0.22997, 4.45663], [0.40901, 0.62990, 3.07435], [-0.83476, 1.79468, 3.59432], [2.20039, 3.40132, -3.16131], [2.19837, 2.16634, -2.39901], [2.09815, 2.10976, -1.04451], [2.25038, 0.76715, -0.61011], [2.35687, 0.35355, 0.71506], [2.33059, -1.00000, 1.17370], [1.48049, -1.98972, 0.60699], [1.59603, -3.32320, 0.98026], [2.54693, -3.71783, 1.92956], [2.75415, -5.16830, 2.22542], [3.30300, -2.73724, 2.58851], [3.18391, -1.40380, 2.23840], [2.43032, -0.02627, -1.83281], [2.78001, -1.34141, -2.08364], [2.98415, -1.76717, -3.40694], [2.89116, -0.86354, -4.47563], [2.60017, 0.49492, -4.23708], [2.37065, 0.87813, -2.92323], [2.33579, 3.16188, -4.21838], [1.25543, 3.94860, -3.02759], [3.01266, 4.06764, -2.83095], [1.95087, 3.00076, -0.43955], [2.57988, 1.13191, 1.45088], [0.76496, -1.69418, -0.16560], [0.97100, -4.08312, 0.50284], [3.51250, -5.29262, 3.00183], [1.82956, -5.64548, 2.56741], [3.08375, -5.72060, 1.33664], [3.99655, -3.04418, 3.37535], [3.77900, -0.63288, 2.73423], [2.89709, -2.03289, -1.25490], [3.21983, -2.81676, -3.59510], [3.05197, -1.21978, -5.49481], [2.54711, 1.23284, -5.03535]],
  "lowdin_charge": [-0.02, 0.01, -0.52, -0.02, -0.46, 1.73, -0.50, -0.15, -0.07, -0.06, -0.05, -0.10, -0.51, -0.02, 0.01, -0.02, -0.40, 0.07, 0.09, 0.10, 0.10, 0.08, 0.11, 0.11, 0.12, 0.12, 0.09, 0.08, 0.10, 0.02, -0.05, 0.09, -0.12, 0.10, -0.22, -0.03, -0.02, -0.24, -0.04, -0.01, 0.01, -0.10, -0.01, -0.05, -0.05, 0.01, -0.16, 0.09, 0.10, 0.11, 0.16, 0.14, 0.13, 0.13, 0.08, 0.10, 0.10, 0.13, 0.13, 0.10, 0.12, 0.11, 0.11]
}


Which of them is least stable? Easy: entry w.